[1]
Density functional theory data (wB97M-V/def2-TZVPD) for a 2-piece molecular cluster, C25H31N2 overall.

Structure (ORCA input):
```
! wB97M-V def2-TZVPD RIJCOSX def2/J DEFGRID3
* xyz 1 1
C -0.6616 3.6418 0.1249
C 2.8807 -1.2178 1.3571
H 4.9695 -1.5068 2.0133
H 2.6908 -1.0099 2.4177
H 0.0627 -3.6230 -2.3456
C -3.1039 3.2116 -0.4186
C -0.1671 -2.5801 -2.4764
C -0.8139 -0.9013 2.7128
C -1.5486 4.1088 -2.1552
C -0.3405 -0.6669 -3.9316
N 2.3823 -0.1359 0.6025
H -2.3563 -4.8574 4.0444
H -0.5947 -2.2768 -0.4026
H -0.2418 -0.0506 3.0394
H -3.3869 4.2303 -0.1563
H -2.8780 -3.9324 1.5787
H 0.1915 -2.6181 -4.5864
C -1.4802 -3.1949 3.0128
C 4.3899 -1.3430 1.0937
C -1.5553 -0.8029 1.5157
H 2.6047 2.5155 -0.2292
H 5.1881 0.6879 1.1379
H -1.7824 5.1365 -1.8804
C -0.5499 -1.8414 -1.3833
C -0.8606 -0.4911 -1.5547
H 0.3581 3.6038 -0.2566
C 3.0953 1.7199 -0.7887
H -0.2647 -0.2115 -4.9035
H -3.8018 2.8590 -1.1781
H 2.3344 -2.1367 1.1034
C -0.0772 -2.0023 -3.7450
C -0.7222 0.0936 -2.8247
H 5.3369 -0.0852 -0.4516
N -1.0030 1.4510 -2.6982
H 4.0275 2.1171 -1.1922
H -2.9489 -1.8620 0.2717
C 4.6958 0.0050 0.4346
H -0.7710 -4.3880 4.6542
C -1.3211 1.7510 -1.4065
H -0.1399 -2.1437 4.2993
H -1.5997 1.3288 1.3091
H 2.4503 1.4501 -1.6254
C -2.2857 -3.0858 1.8818
H -2.2384 3.8083 -2.9440
C -1.5198 0.4184 0.7425
C -1.2866 0.5542 -0.6428
H -3.2333 2.5906 0.4657
H -0.9377 2.0914 -3.4905
C -0.7558 -2.0774 3.4187
C -2.3216 -1.9276 1.1430
C -1.3721 -4.4897 3.7482
C 3.3297 0.5458 0.0821
H -0.8708 4.6713 0.4131
C -1.6595 3.1631 -0.9466
H -0.9008 -5.2527 3.1244
H 4.5985 -2.1725 0.4041
H -0.5362 4.0931 -2.5599
H -0.6975 3.0374 1.0275
*
```

Results
LUMO energy in eV: -4.6
Electronic energy in a.u.: -1080.52438
Relative energy (zero: lowest compared OMol25 entry of this formula, charge and spin) in kJ/mol: 0.0
Largest force on an atom in eV/A: 2.24
Gap between HOMO and LUMO in eV: 6.89
Highest occupied orbital energy in eV: -11.53



[2]
Density functional theory data (wB97M-V/def2-TZVPD) for a 2-piece molecular cluster, C6H12N overall.

Structure (ORCA input):
```
! wB97M-V def2-TZVPD RIJCOSX def2/J DEFGRID3
* xyz 1 1
C 1.7535 -2.0207 0.2374
H 1.0155 -3.2515 1.8202
C -0.3800 3.1276 -1.1723
C 0.5852 -2.7059 0.9691
C -0.3248 -1.6456 1.5024
H -2.0078 -1.0981 0.0878
C -0.3561 0.2607 0.0580
H 1.4427 -1.0190 -0.1331
H 0.6215 2.9265 -0.7483
H 0.1042 -3.4698 0.3564
C -1.0267 -0.8070 0.4752
H -1.1355 -2.0966 2.1215
N -0.4750 4.0903 -1.9769
H 0.1332 -1.0284 2.2833
H -0.4912 0.4584 -1.0276
H -1.4231 4.0681 -2.3698
H -1.0436 2.3616 -0.7754
H 2.6025 -1.8840 0.9052
H 2.0235 -2.5673 -0.6758
*
```

Results
LUMO energy in eV: -8.6
Electronic energy in a.u.: -290.05340
Relative energy (zero: lowest compared OMol25 entry of this formula, charge and spin) in kJ/mol: 705.0
Largest force on an atom in eV/A: 4.44
Gap between HOMO and LUMO in eV: 5.07
Highest occupied orbital energy in eV: -13.64



[3]
Density functional theory data (wB97M-V/def2-TZVPD) for C18H21N5O2Ru as an isolated structure.

Structure (ORCA input):
```
! wB97M-V def2-TZVPD RIJCOSX def2/J DEFGRID3
* xyz 4 5
C 1.7924 4.6726 -1.6237
H -2.8929 -3.1853 -4.4868
H 0.1339 -0.3374 2.5740
C 1.0124 -0.6013 -2.2324
C 2.8110 0.6131 -1.1575
C -0.8299 -0.2909 2.0721
C 2.5058 -0.9157 4.1485
H -4.5594 -2.0322 1.7711
H 2.1853 -1.2820 6.2021
H 1.5526 -1.7909 0.8971
C 2.6827 -0.2024 -0.0359
H 1.6563 -2.6108 5.0940
N -1.8405 -2.4942 -1.5332
O -1.5178 1.7925 -2.4335
O 0.9105 2.4793 1.9093
H -3.7510 -4.1867 -3.2573
H 2.8047 5.0459 -3.4454
N -0.9676 -0.0089 0.7200
C 2.4256 -1.8393 5.2795
C 0.9148 1.8402 0.9411
C 1.9228 0.4854 -2.2213
H 0.2579 -0.6939 -3.0033
C -2.5029 -2.7348 -2.4618
H 2.0635 6.5038 -2.6350
H 3.5630 5.7778 -2.0181
H -2.4053 -0.7066 3.5541
N -2.9246 -0.7116 1.4350
H -4.5617 -1.0796 0.2542
N 2.6032 -0.0860 3.3297
C -2.2206 -0.3000 0.3653
C 1.7312 -1.2292 -0.0155
H -4.9589 -0.2769 1.8145
C -4.3428 -1.0497 1.3302
H 3.5263 1.4233 -1.1798
H -2.6758 -0.2708 -0.6070
Ru 0.6306 0.6302 -0.5744
N 1.1418 4.0030 -0.9276
C 1.0573 -1.5380 -1.1959
H 0.3903 -2.3842 -1.2180
C -2.0787 -0.6182 2.5398
H -4.2771 -2.4890 -3.5775
H 3.3987 -2.3316 5.4130
H 1.9004 1.2319 -3.0075
C -3.4118 -3.1695 -3.5159
C -0.7052 1.4472 -1.6694
H 3.2548 -0.0457 0.8716
C 2.5945 5.5472 -2.4827
*
```

Results
LUMO energy (spin up / spin down) in eV: -14.1 / -18.4
Electronic energy in a.u.: -1215.78057
Largest force on an atom in eV/A: 8.95
Gap between HOMO and LUMO (spin up / spin down) in eV: 7.53 / 3.63
Highest occupied orbital energy (spin up / spin down) in eV: -21.62 / -22.04



[4]
Density functional theory data (wB97M-V/def2-TZVPD) for C30H33N3O6SSbTl as an isolated structure.

Structure (ORCA input):
```
! wB97M-V def2-TZVPD RIJCOSX def2/J DEFGRID3
* xyz 0 1
C 1.9354 1.8784 -1.5279
C 4.4336 -0.8270 1.1783
C -0.2251 3.2134 3.6915
H 0.5749 -2.8159 -0.5176
O -0.0829 -1.5185 -2.0675
C 1.9999 0.5125 -2.2434
H 0.6722 3.8724 -0.1491
C 2.1970 -2.3235 0.7426
H -3.5807 -4.4934 5.9734
C -0.6791 0.7470 -4.9021
H -3.8818 -7.7664 5.2484
O -1.9039 -1.5907 2.3668
H -2.7653 -2.7272 4.4327
H 1.1572 -4.1690 0.4815
Tl -0.5494 -0.1109 0.0807
H 3.4253 -4.0396 1.1253
H -4.8639 -2.5773 0.6636
C 0.4207 -1.1574 -3.1351
C 1.0795 2.3763 -4.3649
C -4.1399 -5.8325 4.4020
H 3.0374 3.6274 2.9262
H 0.1981 -2.8627 1.2075
H 5.3016 -0.1985 1.3260
H 1.9666 -0.3022 -1.5153
C 1.0719 3.6823 3.8075
H 0.7002 2.8732 -5.2479
N 0.8862 0.2958 -3.1230
C -3.2428 -3.8427 2.6837
S -2.5999 -2.5878 1.5269
C 4.5198 -2.2026 1.3192
C -4.2571 -1.8472 1.1857
O 0.5735 2.0551 -1.1584
H -0.9885 3.5281 4.3873
H -3.7787 -5.1719 1.0940
C -3.7475 -5.0235 2.1633
Sb 3.1684 1.8676 0.3958
H -1.5663 0.7310 -4.2678
H 0.3432 3.9725 -1.8895
H -1.8384 0.6581 2.8433
H -4.0943 -0.9783 0.5557
H -5.5640 -7.3092 5.0122
H 1.3444 4.3431 4.6174
H -2.2488 1.7637 1.5450
O -2.0222 2.4025 -0.5985
H 2.5185 3.9278 -4.2274
N 0.3965 1.9223 1.7999
H 3.2649 3.5818 -1.9823
C 0.5108 1.1647 -4.0827
H -0.5473 -0.2528 -5.3087
C -1.3162 3.3739 -0.6869
C 0.1562 3.3698 -0.9874
H -4.6332 -6.6033 6.3431
C -4.5857 -6.9365 5.3100
C 2.0141 3.2791 2.8781
O 0.6480 -1.7684 -4.1524
H 2.9561 0.4650 -2.7819
C -1.8921 1.7115 2.5697
C 3.2116 -0.2696 0.8258
H -2.7196 4.6124 -0.3108
C -3.6314 -4.6419 4.9045
C -3.1796 -3.6491 4.0504
H 5.4462 -2.6763 1.6153
H -4.5951 -6.9290 2.6233
C 2.4870 2.9493 -2.3949
C -0.5289 2.3100 2.6777
N 2.1216 -0.9949 0.6489
C 1.6232 2.3999 1.8744
C -4.1993 -6.0071 3.0219
C 0.9575 -3.1009 0.4641
H -4.7273 -1.5545 2.1185
H -0.8502 1.4451 -5.7169
O -1.7691 4.6171 -0.5079
C 3.3913 -2.9613 1.0681
H -2.6011 2.2123 3.2244
C 2.0837 3.1043 -3.6720
*
```

Results
LUMO energy in eV: 0.3
Electronic energy in a.u.: -2589.57409
Relative energy (zero: lowest compared OMol25 entry of this formula, charge and spin) in kJ/mol: 61.3
Largest force on an atom in eV/A: 1.76
Gap between HOMO and LUMO in eV: 7.11
Highest occupied orbital energy in eV: -6.77



[5]
Density functional theory data (wB97M-V/def2-TZVPD) for one molecule with the formula C6H8BFO2.

Structure (ORCA input):
```
! wB97M-V def2-TZVPD RIJCOSX def2/J DEFGRID3
* xyz 0 1
H 2.7756 -1.1431 -0.7561
O -1.3712 -2.1986 0.0979
O -1.7904 0.6528 -1.3828
H -1.9554 1.6209 -1.6811
C 1.7660 -0.6640 -0.7825
C 0.7119 1.3470 0.6341
C 0.9055 -1.1927 0.3286
H 1.0990 -2.0704 0.9501
B -0.7285 -1.0404 0.1182
H 1.3207 -0.4782 -1.7856
H -2.2525 -2.2898 -0.1898
H -1.0583 2.5173 0.5822
C -0.5770 1.5643 0.4786
C 1.5046 0.1320 0.5770
C -1.5060 0.4440 -0.0287
H 1.4929 2.1253 0.8593
F -2.6663 0.4821 0.7420
H 2.3294 0.1916 1.2387
*
```

Results
LUMO energy in eV: 0.7
Electronic energy in a.u.: -508.60817
Relative energy (zero: lowest compared OMol25 entry of this formula, charge and spin) in kJ/mol: 70.9
Largest force on an atom in eV/A: 3.59
SMILES string: OB1[C@H]2C[C@H]2C=C[C@]1(O)F
Gap between HOMO and LUMO in eV: 9.86
Highest occupied orbital energy in eV: -9.20



[6]
Density functional theory data (wB97M-V/def2-TZVPD) for a 2-piece molecular cluster, C5H15N2 overall.

Structure (ORCA input):
```
! wB97M-V def2-TZVPD RIJCOSX def2/J DEFGRID3
* xyz 1 1
H 0.1723 -1.6822 -1.1236
H -0.0264 0.9594 2.7731
H -1.2290 -1.2462 -0.3379
H 0.2353 2.3005 -3.0549
H 0.6929 -3.1390 2.3467
N -0.2362 -1.0425 -0.4258
H -1.5560 2.2788 -3.5764
H 0.9492 0.4996 -1.1196
H -1.1347 2.6612 -1.8872
C 0.8650 -2.1517 2.7603
C 0.8256 0.2560 2.8157
N 0.5125 -1.0827 2.1388
H -1.8932 0.1940 -2.2038
H -0.5286 0.9756 -0.2811
H 1.1756 0.1125 3.8586
H 1.4517 -2.1230 3.6916
H -0.4319 -0.1965 -3.1214
C -0.1184 0.3108 -1.0208
C -0.8257 0.4965 -2.3712
H 1.6757 0.7295 2.2949
C -0.8115 2.0108 -2.7643
H 0.2356 -1.1214 0.6084
*
```

Results
LUMO energy in eV: -2.9
Electronic energy in a.u.: -308.74900
Relative energy (zero: lowest compared OMol25 entry of this formula, charge and spin) in kJ/mol: 114.6
Largest force on an atom in eV/A: 1.71
Gap between HOMO and LUMO in eV: 11.78
Highest occupied orbital energy in eV: -14.69



[7]
Density functional theory data (wB97M-V/def2-TZVPD) for C22H37ClN2O8P3V as an isolated structure.

Structure (ORCA input):
```
! wB97M-V def2-TZVPD RIJCOSX def2/J DEFGRID3
* xyz 3 2
C -3.7202 -3.2893 -1.3045
P 2.1335 0.3493 0.0999
C -2.5901 0.0598 2.1439
N 0.2427 -4.7244 -1.5741
H 0.5411 -5.5374 -2.1204
O 2.4156 -2.8899 -1.9942
H 2.8299 3.5959 3.6647
H 0.5625 0.8114 -2.3391
H -1.7002 0.4960 -2.2812
H -0.9749 -3.7209 -2.9769
C -0.6171 3.4856 0.4815
Cl 0.7611 -2.4967 2.2566
H -0.2896 2.1995 2.2258
C 2.1866 3.6931 -3.0264
C 3.8298 0.1202 2.2918
C 1.2486 1.6383 -2.2091
H -1.5105 2.2163 -1.9500
H 1.8631 2.8028 1.5515
C 4.0144 1.8305 3.9703
C 3.0168 2.7372 -0.9795
H -5.0139 -1.9742 -2.3333
H -1.4356 3.7743 -0.1775
H -3.3616 2.0762 -0.2139
C 2.1447 -1.8587 -1.4383
C 3.0960 2.6183 3.2858
H 3.7007 2.7813 -0.1425
C 2.5356 2.1621 2.1058
H -4.0399 -4.2402 -1.7272
C -3.9162 0.7602 2.4492
H -3.0140 1.6368 -2.6307
H -3.7794 1.8055 2.7227
H 2.2196 4.4769 -3.7712
H -3.4972 -1.3444 -2.0335
H -3.5184 0.3627 -0.4927
H -2.7506 -0.9887 1.8769
H 3.7586 4.5477 -1.8409
H 3.8955 -0.6188 -1.3202
C 2.1083 1.6843 -1.1079
O 0.7829 -2.8198 0.7845
H -3.7317 -2.4469 -3.2450
C 3.1114 -1.0045 -0.6652
O 0.8605 -1.4423 -1.4042
H -4.3914 0.2677 3.2960
O 2.0677 -2.3626 2.7371
C -1.0997 -4.2456 -2.0308
H -1.9421 0.0522 3.0228
C 1.2889 2.6415 -3.1640
H -1.9229 2.7899 2.0577
C 2.9017 0.9070 1.6051
H 0.6287 2.6010 -4.0201
O 0.1129 -1.1027 2.0863
P -1.9799 -3.3226 -0.7066
H 3.5992 -1.6420 0.0734
C 3.0505 3.7362 -1.9406
N -4.0135 -2.1923 -2.2950
H 1.0002 -4.0134 -1.6984
H -4.6117 0.7170 1.6116
H 0.1964 -5.0128 -0.5886
P -1.6135 0.8342 0.8068
H 5.1129 -0.0133 3.9971
C 4.3843 0.5890 3.4721
O -0.0910 -3.3239 2.9821
O -1.6034 -1.8173 -0.7382
C -2.2193 1.3905 -1.9253
O -1.8465 -4.0715 0.5441
C -1.0622 2.4269 1.4883
H 4.4541 2.1940 4.8893
H 4.1367 -0.8458 1.9174
H -1.7097 -5.1380 -2.1849
H -4.3228 -3.0997 -0.4142
C -2.8032 1.1904 -0.5292
H 0.2203 3.1545 -0.1337
V -0.0118 -0.9964 0.1546
H -0.3082 4.3828 1.0165
*
```

Results
LUMO energy (spin up / spin down) in eV: -10.6 / -9.8
Electronic energy in a.u.: -3999.14619
Relative energy (zero: lowest compared OMol25 entry of this formula, charge and spin) in kJ/mol: 0.0
Largest force on an atom in eV/A: 0.45
Gap between HOMO and LUMO (spin up / spin down) in eV: 6.19 / 6.87
Highest occupied orbital energy (spin up / spin down) in eV: -16.77 / -16.70



[8]
Density functional theory data (wB97M-V/def2-TZVPD) for a 2-piece molecular cluster, C14H15ClN2O4S overall.

Structure (ORCA input):
```
! wB97M-V def2-TZVPD RIJCOSX def2/J DEFGRID3
* xyz 0 1
H 1.2143 -0.4102 0.3062
S 1.8659 -2.2790 -1.6732
C 0.2944 -1.5400 -1.2504
C 2.4042 0.2365 3.4987
C -1.9697 -1.1971 -1.5491
H 1.5497 -1.1260 4.8405
H -1.1669 3.3287 -0.4589
H -0.8606 -2.5382 -2.7436
H 1.1954 0.5801 5.1743
H -3.9851 0.5205 -2.1995
C 2.6836 -1.0586 -2.6833
H 3.2825 -1.5350 -3.4519
N -4.1429 -0.2215 -1.5088
H -1.7750 1.3093 1.5963
C -0.8512 -0.0157 0.1421
C 0.3030 -0.6481 -0.2249
C 1.9610 -0.1187 4.8428
O 2.5754 -2.4415 -0.4370
H 2.8030 -0.0786 5.5303
H -0.2989 0.4955 2.0957
C -0.7929 0.9981 1.2633
N 2.7557 0.5194 2.4404
O -3.8116 -2.1419 -2.8436
O -3.8471 0.9847 0.4976
C -0.2213 2.7958 -0.4903
C -2.0064 -0.2877 -0.5245
H -0.2456 2.0697 -1.3022
O 1.6870 -3.5101 -2.3845
C 0.1012 2.1710 0.8612
H 1.1394 1.8616 0.8566
H 0.5791 3.4917 -0.7258
H 1.9651 -0.3867 -3.1421
Cl -0.0974 3.4964 2.0847
C -3.3842 -1.3045 -2.0891
C -3.3961 0.2736 -0.3611
H 3.3433 -0.4632 -2.0594
C -0.8502 -1.8304 -1.9277
*
```

Results
LUMO energy in eV: -0.9
Electronic energy in a.u.: -1811.31761
Relative energy (zero: lowest compared OMol25 entry of this formula, charge and spin) in kJ/mol: 95.1
Largest force on an atom in eV/A: 2.80
SMILES string: C[C@@H](Cl)Cc1cc(S(C)(=O)=O)cc2c1C(=O)NC2=O.CC#N
Gap between HOMO and LUMO in eV: 9.56
Highest occupied orbital energy in eV: -10.49